{"formula": "C3Br2F4", "method": "wB97M-V/def2-TZVPD", "elements": ["C", "C", "C", "F", "F", "F", "F", "Br", "Br"], "coordinates": [[-0.547, 0.088, 0.617], [-1.628, -0.146, -0.087], [2.224, -0.304, -0.271], [-0.030, 0.908, 1.575], [-2.798, 0.538, 0.117], [-1.543, -0.967, -1.107], [2.077, -0.767, -1.511], [2.948, 1.416, -0.058], [2.907, -1.710, 0.709]], "forces_ev_per_angstrom": [[2.18, 0.76, 1.03], [0.19, 2.00, 1.37], [-0.53, -0.45, -0.38], [-1.87, -1.32, -1.56], [1.05, -1.39, -0.84], [-1.10, 0.00, -0.05], [-0.16, 0.99, -0.34], [-0.12, -0.21, -0.23], [0.36, -0.38, 1.00]], "homo_energy_ev": [-10.454, -8.986], "gap_ev": [9.45, 7.86], "lumo_energy_ev": [-1.0, -1.1], "max_force_ev_per_a": 2.8, "total_energy_ev": -154059.587, "charge": 0, "e_above_lowest_kcal_mol": 0.0}

=====

{"formula": "C3BrF4IO", "method": "wB97M-V/def2-TZVPD", "elements": ["C", "C", "C", "O", "F", "F", "F", "F", "Br", "I"], "coordinates": [[-2.579, -0.908, -0.926], [0.248, 0.534, -0.122], [1.340, 0.358, 0.868], [-2.132, -0.308, -0.010], [0.543, -0.270, -1.157], [1.331, 1.264, 1.869], [2.588, 0.369, 0.439], [1.241, -0.817, 1.439], [-2.051, -2.558, -1.600], [-0.529, 2.336, -0.800]], "forces_ev_per_angstrom": [[0.36, 2.05, 2.11], [0.67, 0.66, -1.48], [0.87, 0.89, 2.22], [-1.24, -1.20, -1.53], [-0.41, -0.27, 0.08], [-0.84, 0.41, -0.29], [0.90, 0.56, -1.69], [-1.00, -1.81, 0.63], [0.38, -1.19, -0.53], [0.32, -0.09, 0.47]], "homo_energy_ev": [-9.346, -9.315], "gap_ev": [8.08, 7.71], "lumo_energy_ev": [-1.3, -1.6], "max_force_ev_per_a": 3.0, "total_energy_ev": -94167.702, "charge": 0, "e_above_lowest_kcal_mol": 55.9}

=====

{"formula": "C3Cl2F2", "method": "wB97M-V/def2-TZVPD", "elements": ["F", "C", "F", "C", "Cl", "C", "Cl"], "coordinates": [[0.475, 0.251, 1.818], [-0.014, 0.471, 0.574], [-0.542, 1.717, 0.605], [0.643, -0.072, -0.634], [1.927, -0.071, -1.681], [-0.620, -0.617, -0.225], [-1.869, -1.680, -0.456]], "forces_ev_per_angstrom": [[0.03, 0.01, 0.04], [-0.01, -0.68, -0.73], [-0.02, 0.08, 0.00], [-5.36, -1.96, 2.21], [0.30, 0.03, -0.23], [5.35, 2.77, -1.23], [-0.29, -0.25, -0.05]], "homo_energy_ev": -10.094, "gap_ev": 10.60, "smiles": "FC1(F)C(Cl)=C1Cl", "lumo_energy_ev": 0.5, "max_force_ev_per_a": 6.1, "total_energy_ev": -33587.995, "charge": 0, "e_above_lowest_kcal_mol": 8.9}

=====

{"formula": "C3FN3", "method": "wB97M-V/def2-TZVPD", "elements": ["C", "C", "C", "N", "N", "N", "F"], "coordinates": [[-1.510, -0.100, -0.050], [0.485, 1.085, -0.028], [-0.127, -0.070, 0.015], [-2.676, -0.123, 0.074], [0.891, 2.174, -0.136], [0.853, -1.646, -0.111], [2.084, -1.321, 0.236]], "forces_ev_per_angstrom": [[-2.21, -0.85, 0.72], [2.21, 4.05, -0.26], [0.66, -6.26, -0.48], [1.85, 0.04, -0.47], [0.10, -0.61, 0.19], [-2.68, 3.31, 0.34], [0.07, 0.32, -0.03]], "homo_energy_ev": [-10.722, -12.173], "gap_ev": [8.95, 9.16], "lumo_energy_ev": [-1.8, -3.0], "max_force_ev_per_a": 6.3, "total_energy_ev": -10291.426, "charge": 0, "e_above_lowest_kcal_mol": 71.5}

=====

{"formula": "C3H10B4FLiNO4", "method": "wB97M-V/def2-TZVPD", "elements": ["C", "C", "F", "C", "B", "O", "B", "O", "B", "B", "N", "O", "O", "H", "H", "H", "H", "H", "H", "H", "H", "H", "H", "Li"], "coordinates": [[3.015, -0.206, 0.151], [1.830, -1.113, -0.223], [1.037, -1.310, 0.888], [0.959, -0.548, -1.341], [0.055, 0.666, -0.851], [0.614, 1.690, -0.117], [-0.298, 2.513, 0.552], [-1.532, 1.998, 0.850], [-2.006, 0.919, 0.112], [-3.200, -0.202, 0.613], [-3.049, -0.836, 1.890], [-4.277, -0.521, -0.199], [-1.287, 0.688, -1.085], [3.981, -0.715, 0.012], [2.958, 0.071, 1.202], [2.987, 0.751, -0.396], [2.195, -2.099, -0.523], [0.306, -1.326, -1.734], [1.615, -0.234, -2.174], [-0.026, 3.631, 0.827], [-3.000, -1.850, 1.866], [-2.227, -0.525, 2.396], [-4.238, -1.390, -0.630], [3.586, -0.051, -2.087]], "forces_ev_per_angstrom": [[0.03, -0.09, -0.34], [0.19, 0.02, -0.37], [-0.15, 0.04, 0.17], [0.09, 0.00, 0.02], [0.08, 0.58, -0.17], [0.02, -0.08, 0.07], [-0.24, 0.19, 0.06], [0.29, -0.24, -0.09], [-0.46, 0.80, -0.07], [-0.61, 0.16, 0.31], [1.37, -0.13, -0.68], [0.66, -0.54, -0.62], [0.06, -1.07, 0.47], [-0.02, 0.01, 0.11], [0.07, 0.02, -0.03], [-0.09, 0.11, 0.27], [0.00, -0.08, 0.19], [0.10, -0.02, -0.15], [-0.25, 0.01, -0.23], [0.17, -0.07, 0.09], [-0.79, -0.01, 0.33], [-0.16, 0.04, 0.16], [-0.36, 0.36, 0.34], [0.00, 0.01, 0.14]], "homo_energy_ev": -12.407, "gap_ev": 7.40, "lumo_energy_ev": -5.0, "max_force_ev_per_a": 1.5, "total_energy_ev": -18583.785, "charge": 1}

=====

{"formula": "C3H10BNOP2", "method": "wB97M-V/def2-TZVPD", "elements": ["B", "C", "C", "C", "N", "O", "P", "P", "H", "H", "H", "H", "H", "H", "H", "H", "H", "H"], "coordinates": [[-0.456, -1.200, -0.026], [0.823, 0.728, -0.583], [-0.093, 1.293, 0.417], [-1.082, -2.715, -0.205], [0.412, -0.579, -0.996], [-0.859, -0.285, 0.901], [2.571, 0.555, 0.110], [-1.627, 1.999, -0.331], [0.740, 1.255, -1.554], [0.089, 1.634, 1.449], [-1.657, -2.638, -1.015], [-1.571, -3.144, 0.689], [-0.229, -3.504, -0.285], [0.259, -0.766, -1.955], [2.204, 0.303, 1.512], [2.906, 2.062, 0.139], [-1.046, 3.328, -0.535], [-2.345, 1.924, 0.812]], "forces_ev_per_angstrom": [[-0.85, -0.25, -0.20], [1.77, 0.50, -1.17], [-3.87, -3.23, 1.37], [4.66, -0.46, 4.42], [-0.81, -1.59, 1.42], [1.15, 1.96, 0.08], [0.59, 1.54, -0.09], [1.40, -0.19, -2.05], [0.79, 0.77, 0.78], [0.83, -0.11, -0.89], [-2.48, -0.41, -3.28], [-0.41, 0.81, -0.51], [-1.24, 1.49, -0.65], [0.35, -0.02, -0.90], [0.13, 0.59, -0.98], [-0.55, -1.85, 0.48], [-0.79, -0.47, 0.82], [-0.67, 0.92, 1.33]], "homo_energy_ev": -9.078, "gap_ev": 9.61, "lumo_energy_ev": 0.5, "max_force_ev_per_a": 6.4, "total_energy_ev": -26063.377, "charge": 0, "e_above_lowest_kcal_mol": 35.7}

=====

{"formula": "C3H10BaNO5PS", "method": "wB97M-V/def2-TZVPD", "elements": ["C", "C", "O", "C", "O", "S", "O", "O", "P", "N", "O", "H", "H", "H", "H", "H", "H", "H", "H", "H", "H", "Ba"], "coordinates": [[2.150, -1.252, 0.825], [2.695, -0.406, -0.377], [1.919, 0.767, -0.683], [1.622, 1.540, 0.452], [0.259, 1.349, 0.910], [-0.739, 1.148, -0.374], [-0.498, 2.282, -1.301], [-2.344, 1.315, 0.084], [-3.066, -0.161, 0.606], [-2.653, -1.508, -0.505], [-4.701, 0.050, 0.305], [2.537, -0.812, 1.768], [2.454, -2.309, 0.747], [1.043, -1.137, 0.899], [3.772, -0.162, -0.275], [2.629, -1.053, -1.282], [1.720, 2.603, 0.151], [2.347, 1.396, 1.276], [-2.017, -1.244, -1.272], [-2.347, -2.343, -0.003], [-5.014, 0.852, 0.755], [-1.768, -0.915, -2.706]], "forces_ev_per_angstrom": [[0.17, 1.31, 0.09], [0.05, -1.77, -0.33], [-0.22, -0.25, 1.17], [1.75, 1.83, -1.15], [-2.10, -0.74, -0.54], [1.68, 2.26, -1.80], [-0.88, -2.23, 1.49], [0.59, -1.13, -0.42], [-1.95, 0.31, 3.60], [-0.06, 1.00, -1.48], [2.77, -0.11, -0.94], [-0.18, -0.61, -0.42], [-0.15, 0.55, 0.07], [0.64, -0.41, -0.22], [-0.68, 0.10, 0.16], [0.03, 0.62, 0.37], [-0.30, -0.63, 0.11], [-0.97, -0.36, -0.10], [-2.43, -3.30, 12.51], [0.04, 0.22, 0.15], [-0.22, 0.03, 0.10], [2.43, 3.32, -12.43]], "homo_energy_ev": -16.689, "gap_ev": 7.97, "lumo_energy_ev": -8.7, "max_force_ev_per_a": 13.2, "total_energy_ev": -35796.903, "charge": 2}

=====

{"formula": "C3H10ClN2OPTl", "method": "wB97M-V/def2-TZVPD", "elements": ["N", "P", "C", "O", "C", "Cl", "C", "N", "H", "H", "H", "H", "H", "H", "H", "H", "H", "H", "Tl"], "coordinates": [[-1.159, 1.588, -2.161], [0.369, 1.057, -2.016], [0.361, -0.653, -1.209], [-0.842, -0.764, -0.502], [-0.857, -0.901, 0.886], [-2.532, -0.801, 1.348], [-0.073, 0.276, 1.682], [-0.021, -0.008, 3.068], [-1.856, 0.923, -1.796], [0.964, 1.033, -3.320], [1.097, 1.995, -1.242], [1.268, -0.902, -0.658], [0.316, -1.373, -2.035], [-0.515, -1.896, 1.187], [0.962, 0.392, 1.367], [-0.599, 1.235, 1.561], [0.878, -0.431, 3.315], [-0.707, -0.700, 3.387], [2.946, -0.072, -2.864]], "forces_ev_per_angstrom": [[0.34, -0.38, 0.29], [-2.19, 0.46, 0.25], [0.49, -0.51, -0.68], [0.65, 1.05, 0.43], [-2.27, -0.29, -0.82], [0.29, -0.21, 0.11], [1.26, 0.94, 1.99], [0.47, -2.41, -1.67], [-0.18, 0.28, -0.06], [-0.61, 0.36, 0.38], [0.17, -0.23, -0.12], [-0.10, 0.12, 0.45], [-0.18, -0.01, -0.09], [0.63, 0.10, 0.10], [0.01, 0.01, -0.42], [-0.61, -0.23, -0.74], [0.19, 0.69, 0.61], [-0.75, 1.03, 0.69], [2.40, -0.76, -0.71]], "homo_energy_ev": -20.973, "gap_ev": 3.43, "lumo_energy_ev": -17.5, "max_force_ev_per_a": 3.0, "total_energy_ev": -34765.608, "charge": 3}

=====

{"formula": "C3H10ClN5S", "method": "wB97M-V/def2-TZVPD", "elements": ["N", "C", "C", "N", "C", "S", "N", "N", "N", "Cl", "H", "H", "H", "H", "H", "H", "H", "H", "H", "H"], "coordinates": [[-2.583, 0.104, -0.599], [-1.780, -0.941, 0.095], [-0.226, -1.053, -0.152], [0.570, 0.022, 0.308], [0.542, 1.401, 0.013], [-0.537, 2.256, -0.773], [1.772, 1.852, 0.476], [2.454, 0.725, 1.140], [1.821, -0.340, 0.593], [2.884, -1.141, -0.982], [-3.354, 0.635, -0.117], [-3.067, -0.450, -1.366], [-1.874, 0.855, -1.008], [-2.003, -0.936, 1.245], [-2.020, -1.945, -0.213], [0.006, -1.921, 0.302], [-0.133, -1.166, -1.259], [2.436, 2.425, -0.140], [3.428, 0.919, 1.081], [1.662, -1.300, 1.358]], "forces_ev_per_angstrom": [[-0.46, -0.67, -2.32], [0.77, -0.46, 3.91], [-3.90, 3.29, -3.50], [-0.09, 1.53, 0.20], [2.21, -0.70, 0.16], [-0.73, 1.10, -0.66], [1.43, -0.39, -0.10], [-2.96, 2.86, -0.56], [1.81, -5.38, 2.60], [-0.93, 0.58, 1.02], [1.09, -0.89, 0.16], [0.50, 1.38, 0.67], [-1.11, -0.79, 0.48], [0.43, 0.27, -2.15], [-1.02, -0.09, -0.35], [1.16, -2.92, 1.61], [0.45, -0.04, 0.62], [-1.58, -0.78, 1.01], [1.35, -1.11, -0.20], [1.57, 3.21, -2.57]], "homo_energy_ev": [-17.771, -17.773], "gap_ev": [7.86, 7.86], "smiles": "[NH3+]CCN1C(=S)NN[N@@H+]1Cl", "lumo_energy_ev": [-9.9, -9.9], "max_force_ev_per_a": 6.2, "total_energy_ev": -34058.279, "charge": 2, "e_above_lowest_kcal_mol": 82.7}

=====

{"formula": "C3H10ClNOP", "method": "wB97M-V/def2-TZVPD", "elements": ["C", "C", "C", "N", "O", "P", "Cl", "H", "H", "H", "H", "H", "H", "H", "H", "H", "H"], "coordinates": [[-2.165, 0.616, -0.186], [-0.121, 1.457, 0.823], [-0.222, -0.895, 0.003], [-0.657, 0.475, -0.155], [3.066, -0.838, -1.126], [2.676, -1.146, 0.424], [2.755, -3.135, 0.396], [-2.404, 1.683, 0.135], [-2.560, 0.208, -1.210], [-2.633, 0.046, 0.526], [1.007, 1.719, 0.692], [-0.682, 2.378, 0.665], [-0.306, 1.055, 1.713], [-0.255, -1.449, -0.855], [-0.469, -1.352, 0.873], [-0.233, 0.741, -1.050], [3.203, -1.563, -1.667]], "forces_ev_per_angstrom": [[-0.06, 1.79, -2.99], [2.41, 2.20, -3.26], [3.13, 1.42, 0.35], [0.18, 0.45, -0.79], [-0.54, 2.62, 2.70], [-1.34, 0.70, -1.34], [-0.12, -0.55, 0.23], [0.02, -1.31, -1.35], [0.74, 1.35, 1.84], [-0.49, -1.78, 1.94], [-2.05, -0.96, 0.05], [0.22, -0.03, 0.23], [-0.55, -1.28, 3.94], [-0.27, -1.23, -2.10], [-1.02, -1.07, 2.48], [-0.72, 0.18, -0.02], [0.46, -2.49, -1.93]], "homo_energy_ev": [-11.712, -12.616], "gap_ev": [7.04, 8.20], "lumo_energy_ev": [-4.7, -4.4], "max_force_ev_per_a": 4.6, "total_energy_ev": -28613.001, "charge": 1, "e_above_lowest_kcal_mol": 51.0}

=====

{"formula": "C3H10IN2O", "method": "wB97M-V/def2-TZVPD", "elements": ["C", "C", "C", "N", "N", "O", "I", "H", "H", "H", "H", "H", "H", "H", "H", "H", "H"], "coordinates": [[1.853, 1.872, -0.806], [-0.473, 1.070, -0.296], [-1.162, -1.224, -0.138], [0.483, 2.111, -0.115], [-0.537, -1.562, 0.893], [-2.374, -0.871, 0.011], [-1.959, 1.435, -2.028], [2.376, 1.078, -0.183], [1.703, 1.473, -1.761], [2.338, 2.792, -0.883], [0.174, 0.132, -0.296], [-1.153, 1.124, 0.633], [-0.667, -1.199, -1.094], [-1.004, -1.469, 1.867], [0.132, 2.981, -0.210], [0.470, -1.787, 0.881], [-2.601, -0.321, -0.817]], "forces_ev_per_angstrom": [[-2.34, -1.57, 2.91], [1.74, 2.41, 2.50], [-1.39, -0.62, -1.05], [2.30, -4.63, -1.15], [1.72, -1.52, 4.89], [-0.80, 0.32, -1.08], [0.70, -0.23, 0.07], [-0.28, 1.37, -0.70], [-0.28, -0.53, -1.67], [1.09, 1.25, 0.18], [-1.14, 1.97, -0.71], [0.62, -0.42, -1.80], [-0.27, -0.49, -0.41], [1.01, -0.33, -2.26], [-1.17, 3.47, -0.24], [-0.97, -0.05, 0.00], [-0.54, -0.41, 0.51]], "homo_energy_ev": -12.853, "gap_ev": 8.57, "lumo_energy_ev": -4.3, "max_force_ev_per_a": 5.4, "total_energy_ev": -16392.633, "charge": 1, "e_above_lowest_kcal_mol": 46.1}

=====

{"formula": "C3H10IN2O", "method": "wB97M-V/def2-TZVPD", "elements": ["C", "C", "C", "N", "N", "O", "I", "H", "H", "H", "H", "H", "H", "H", "H", "H", "H"], "coordinates": [[1.761, 0.339, 1.254], [0.383, -0.679, -0.662], [-1.194, -0.715, -0.094], [1.025, 0.449, -0.069], [-1.411, 0.741, -0.009], [-2.092, -1.312, -0.907], [2.280, 1.551, -1.321], [2.160, 1.185, 1.695], [1.201, -0.257, 2.032], [2.556, -0.415, 0.993], [0.822, -1.593, -0.339], [0.227, -0.506, -1.626], [-1.191, -1.275, 0.744], [-1.599, 1.156, -0.930], [-0.578, 1.063, 0.349], [-2.270, 1.012, 0.556], [-2.080, -0.743, -1.668]], "forces_ev_per_angstrom": [[-1.30, -5.37, -1.08], [-2.32, -0.19, 5.67], [3.14, 0.48, -3.26], [0.32, -0.51, 2.96], [-6.10, -0.39, 0.54], [-0.41, 0.16, -0.30], [1.84, 2.24, -2.53], [0.53, 2.01, 0.19], [-0.01, 0.89, -0.69], [-0.17, 0.99, 0.59], [0.45, -0.93, -0.42], [0.10, 0.27, -4.56], [-0.19, -0.80, 3.60], [0.50, -0.12, 0.04], [2.91, 2.00, 1.24], [1.30, -0.39, -0.44], [-0.60, -0.34, -1.53]], "homo_energy_ev": [-10.285, -13.282], "gap_ev": [6.67, 6.79], "lumo_energy_ev": [-3.6, -6.5], "max_force_ev_per_a": 6.1, "multiplicity": 3, "s2": 2.010, "total_energy_ev": -16389.624, "charge": 1, "e_above_lowest_kcal_mol": 13.3}